Below is the molecule C24H32N2O3, with properties calculated with ωB97M-V/def2-TZVPD.

The geometry in ORCA input format:
```
! wB97M-V def2-TZVPD RIJCOSX def2/J DEFGRID3
* xyz 0 1
C 6.56 5.32 -1.12
O 6.67 4.09 -0.45
C 5.42 3.49 -0.20
C 5.67 2.15 0.51
C 6.08 2.40 1.97
N 4.53 1.27 0.32
C 4.82 -0.14 0.51
C 3.70 -0.98 -0.10
C 2.37 -0.64 0.56
O 1.37 -1.39 -0.10
C 0.16 -1.58 0.47
C -0.24 -1.13 1.73
C -1.50 -1.42 2.20
C -2.41 -2.13 1.44
C -2.03 -2.58 0.18
C -2.94 -3.36 -0.72
O -2.53 -4.16 -1.54
N -4.26 -3.11 -0.54
C -5.27 -3.64 -1.42
C -5.81 -2.56 -2.38
C -6.43 -1.43 -1.60
C -5.66 -0.34 -1.21
C -6.20 0.66 -0.43
C -7.53 0.60 -0.04
C -8.31 -0.48 -0.43
C -7.75 -1.49 -1.20
C -0.76 -2.31 -0.29
C 2.14 0.87 0.43
C 3.32 1.63 1.03
H 7.57 5.69 -1.26
H 6.08 5.20 -2.10
H 5.99 6.05 -0.53
H 4.89 3.30 -1.15
H 4.80 4.16 0.41
H 6.51 1.69 -0.01
H 5.29 2.90 2.52
H 6.96 3.03 1.98
H 6.32 1.46 2.46
H 5.76 -0.37 0.00
H 4.93 -0.40 1.58
H 3.62 -0.76 -1.17
H 3.92 -2.04 0.02
H 2.42 -0.92 1.62
H 0.44 -0.56 2.36
H -1.79 -1.08 3.19
H -3.38 -2.37 1.85
H -4.54 -2.33 0.05
H -6.09 -4.04 -0.81
H -4.81 -4.45 -1.98
H -4.98 -2.19 -2.99
H -6.55 -3.02 -3.03
H -4.62 -0.28 -1.52
H -5.60 1.51 -0.14
H -7.96 1.38 0.56
H -9.34 -0.54 -0.13
H -8.36 -2.34 -1.50
H -0.46 -2.67 -1.26
H 2.05 1.11 -0.62
H 1.21 1.16 0.93
H 3.15 2.70 0.92
H 3.39 1.39 2.11
*
```

Its calculated total energy is -34530.3579 eV. The calculation puts the frontier orbital gap at 9.32 eV. For the highest occupied orbital energy, the calculation gives -8.59 eV. The energy above the lowest of the compared OMol25 structures with the same formula, charge and spin is 130.4 kJ/mol. The LUMO energy comes out at 0.74 eV. As for the SMILES: COC[C@@H](C)N1CCC(Oc2cccc(C(=O)NCCc3ccccc3)c2)CC1.